1.
ORCA calculation (ωB97M-V/def2-TZVPD) on a molecular structure, C24H25BCo2O8 at a distorted geometry.

Geometry as ORCA input:
```
! wB97M-V def2-TZVPD RIJCOSX def2/J DEFGRID3
* xyz 0 1
C 0.6646 -0.4283 3.2710
C 0.2567 1.0428 3.2484
C 1.2881 1.8685 3.9999
O 0.1832 1.4978 1.9114
B -1.1815 1.2038 1.5173
C -1.8419 2.5457 0.7745
C -3.2086 2.7663 0.8590
C -3.7752 3.9050 0.2573
C -2.9596 4.8118 -0.4195
C -1.5835 4.5969 -0.4802
C -1.0213 3.4630 0.1361
C -1.1667 -0.0800 0.4155
C 0.0186 -0.2371 -0.4734
C -2.1873 -0.9458 0.3685
O -2.0298 0.8581 2.6382
C -1.2691 1.2327 3.7711
C -1.6451 0.3487 4.9469
C -1.5501 2.6916 4.1300
H 0.8230 -0.7555 4.3059
H -0.0984 -1.0695 2.8059
H 1.6168 -0.5514 2.7392
H 1.2937 1.5762 5.0572
H 2.2796 1.6604 3.5836
H 1.0734 2.9376 3.9028
H -3.8469 2.0546 1.3792
H -4.8506 4.0524 0.3356
H -3.3963 5.6912 -0.8938
H -0.9221 5.2918 -0.9952
H 0.0537 3.2994 0.0991
H 0.8544 0.4089 -0.1836
H 0.3525 -1.2888 -0.4604
H -0.2361 -0.0045 -1.5190
H -2.1646 -1.7749 -0.3501
H -3.0695 -0.8700 1.0106
H -0.9862 0.5711 5.7938
H -2.6732 0.5736 5.2468
H -1.5724 -0.7094 4.6805
H -1.0304 2.9583 5.0589
H -1.2335 3.3785 3.3325
H -2.6266 2.8119 4.3044
O -0.4336 -5.8415 -2.8202
C 0.6336 -5.4102 -2.9878
Co 2.1871 -4.7164 -3.3566
C 2.6829 -3.9884 -1.8440
O 2.9987 -3.5202 -0.8292
C 3.3678 -5.8743 -3.8829
O 4.1359 -6.6524 -4.2664
C 1.7756 -3.4755 -4.8570
C 1.0764 -2.3870 -4.2816
C -0.0899 -1.9268 -3.8098
Co 2.7564 -1.9993 -4.6629
C 3.3166 -0.9827 -3.2725
O 3.9967 -0.3294 -2.5974
C 2.5063 -0.8104 -5.9936
O 2.5111 -0.0982 -6.9097
C 4.2875 -2.7239 -5.1575
O 5.2804 -3.1898 -5.5187
H 1.5198 -3.9890 -5.8000
H -0.1472 -0.9233 -3.3789
H -0.9939 -2.5448 -3.8790
*
```

The value obtained for the molecular weight is 570.1 g mol⁻¹. The energy relative to the best compared isomer or geometry (same formula, charge and spin) comes out at 255.66 kJ/mol. The HOMO-LUMO gap is 1.98 eV.


2.
ORCA calculation (ωB97M-V/def2-TZVPD) on a molecular structure, C20H35F3N7OSTi at a distorted geometry.

Geometry as ORCA input:
```
! wB97M-V def2-TZVPD RIJCOSX def2/J DEFGRID3
* xyz 1 3
Ti 0.0792 -0.0265 -0.6144
C -3.4345 -0.9194 -0.1671
C -2.4681 -1.9920 -0.6944
N -1.0646 -1.7685 -0.3673
C -0.2628 -2.9583 -0.6384
C 1.1921 -2.7063 -0.2244
N 1.6388 -1.3853 -0.6683
C 2.5404 -1.4326 -1.8199
C 1.8202 -1.7279 -3.1336
C 0.9424 -0.5678 -3.5922
N -0.1910 -0.3429 -2.6964
C -1.0197 0.7572 -3.1921
C -2.2761 0.8525 -2.3346
N -1.8464 0.8793 -0.9378
C -2.8647 0.4939 0.0328
H -3.8371 -1.2354 0.7957
H -4.2810 -0.8789 -0.8521
H -2.5626 -2.0654 -1.7865
H -2.7951 -2.9697 -0.3041
H -0.9485 -1.5457 0.6267
H -0.3267 -3.1997 -1.7081
H -0.6506 -3.8318 -0.0887
H 1.8300 -3.4939 -0.6458
H 1.2546 -2.7726 0.8662
H 2.1671 -0.9342 0.0817
H 3.3233 -2.1859 -1.6472
H 3.0203 -0.4562 -1.9080
H 1.2290 -2.6434 -3.0427
H 2.5697 -1.8959 -3.9085
H 0.5732 -0.7732 -4.6087
H 1.5342 0.3523 -3.6335
H -0.7573 -1.1944 -2.7190
H -1.2825 0.6056 -4.2499
H -0.4396 1.6850 -3.1055
H -2.8595 1.7462 -2.5951
H -2.9103 -0.0216 -2.5052
H -1.5594 1.8369 -0.7286
H -3.7119 1.1973 0.0228
H -2.3980 0.5529 1.0195
F 0.9770 4.4672 -2.0811
C 1.3899 4.7485 -0.8283
F 2.7314 4.7490 -0.8504
F 1.0029 6.0070 -0.5891
C 0.8244 3.7822 0.1686
C 0.2436 4.2158 1.3564
C -0.3289 3.2516 2.1825
C -0.3132 1.9288 1.7981
N 0.2755 1.4845 0.6719
C 0.8773 2.4133 -0.1173
S 1.6429 1.7345 -1.4817
H 0.2374 5.2622 1.6152
H -0.7899 3.5382 3.1120
H -0.7838 1.1862 2.4268
C -0.6987 -1.4566 5.4798
N -0.0234 -1.2204 4.2355
C 1.2900 -0.9166 4.0466
C 1.4638 -0.7771 2.7005
N 0.2773 -0.9884 2.0611
C -0.5910 -1.2496 3.0165
H 0.0261 -1.4745 6.2897
H -1.2206 -2.4144 5.4474
H -1.4273 -0.6655 5.6694
H 1.9843 -0.8351 4.8552
H 2.3620 -0.5337 2.1709
H -1.6344 -1.4686 2.8737
O 3.5411 0.4526 0.6451
H 3.2400 1.0762 -0.0360
H 4.4570 0.6662 0.8354
*
```

The expectation value of S² is 2.0176. The value obtained for the molecular weight is 526.5 g mol⁻¹. The energy relative to the best compared isomer or geometry (same formula, charge and spin) comes out at 40.90 kJ/mol. The HOMO-LUMO gap (alpha / beta) is 5.76 / 8.38 eV.


3.
ORCA calculation (ωB97M-V/def2-TZVPD) on 2 unconnected molecules or ions with the total composition C3HCl3O at a distorted geometry.

Geometry as ORCA input:
```
! wB97M-V def2-TZVPD RIJCOSX def2/J DEFGRID3
* xyz 0 1
C -0.6632 -0.3785 0.8273
C 0.2344 -0.3716 1.5905
C 1.4461 3.1075 0.5832
O 2.6094 3.1161 0.4300
Cl 0.3354 2.7585 -0.6914
Cl 1.3516 -0.1284 2.8637
Cl 0.6766 3.2583 2.1238
H -1.3392 -0.5795 -0.0355
*
```

The value obtained for the molecular weight is 159.4 g mol⁻¹. The energy relative to the best compared isomer or geometry (same formula, charge and spin) comes out at 202.93 kJ/mol. The HOMO-LUMO gap is 10.89 eV. Its SMILES is O=C(Cl)Cl.C#CCl.


4.
ORCA calculation (ωB97M-V/def2-TZVPD) on C2H4ClOP in the gas phase at a distorted geometry.

Geometry as ORCA input:
```
! wB97M-V def2-TZVPD RIJCOSX def2/J DEFGRID3
* xyz 0 1
C 0.5081 -1.3742 0.8844
C 0.5475 -0.2439 -0.1217
O 1.2928 2.2471 -0.8427
P 1.2245 1.2423 0.4020
Cl 2.2448 -2.3669 0.8147
H -0.1861 -2.1707 0.8916
H 0.3219 -0.8238 1.7576
H 0.5343 -0.1181 -1.2732
H 1.7646 3.0347 -0.6136
*
```

The value obtained for the molecular weight is 110.5 g mol⁻¹. The energy relative to the best compared isomer or geometry (same formula, charge and spin) comes out at 185.14 kJ/mol. The HOMO-LUMO gap is 8.93 eV. Its SMILES is O/P=C/CCl.